Entry from OMol25: C18H41EuN2OP3S as an isolated structure (ωB97M-V with the def2-TZVPD basis set).

Its expectation value of S² is 12.040. Its spin multiplicity is 7. The LUMO energy (alpha / beta) is -11.6 / -11.5 eV. Its total charge is +3. The value obtained for the frontier orbital gap (alpha / beta) is 2.21 / 2.29 eV. The energy above the lowest of the compared OMol25 structures with the same formula, charge and spin comes out at 11.034 eV.

Geometry (Å):
Eu: 0.000 0.000 0.000
P: -1.328 1.827 0.366
P: 0.195 -1.003 2.066
P: -1.760 -1.407 -0.533
H: 2.067 -0.986 -1.707
C: 0.975 -0.965 -1.697
C: 0.301 0.252 -2.128
H: 0.903 1.103 -2.432
C: -0.612 3.532 0.525
C: -2.519 1.955 1.787
C: -2.494 2.209 -1.025
C: 1.159 -2.588 2.232
C: 0.969 -0.092 3.491
C: -1.310 -1.542 3.019
C: -2.322 -1.492 -2.295
C: -3.437 -1.257 0.240
C: -1.471 -3.218 -0.283
H: 0.576 -1.927 -2.024
H: -0.585 0.166 -2.750
H: 0.088 3.713 -0.296
H: -0.073 3.623 1.471
H: -1.401 4.293 0.495
H: -1.952 1.947 2.724
H: -3.189 1.092 1.790
H: -3.119 2.872 1.741
H: -1.906 2.356 -1.935
H: -3.093 3.106 -0.826
H: -3.168 1.365 -1.197
H: 1.176 -2.956 3.265
H: 2.183 -2.427 1.889
H: 0.714 -3.349 1.586
H: 0.950 -0.703 4.401
H: 0.410 0.832 3.671
H: 2.006 0.172 3.275
H: -1.023 -1.953 3.993
H: -1.867 -2.307 2.474
H: -1.968 -0.682 3.175
H: -3.118 -2.238 -2.388
H: -1.491 -1.773 -2.946
H: -2.702 -0.519 -2.618
H: -4.083 -2.082 -0.080
H: -3.897 -0.314 -0.068
H: -3.365 -1.261 1.329
H: -2.295 -3.813 -0.692
H: -1.367 -3.445 0.780
H: -0.538 -3.492 -0.783
C: -1.074 -5.871 -4.723
C: -0.506 -7.149 -4.646
C: 0.240 -7.646 -5.713
C: 0.429 -6.881 -6.864
C: -0.138 -5.608 -6.940
C: -0.885 -5.101 -5.879
S: -2.035 -5.169 -3.410
H: -1.939 -6.219 -2.574
H: -0.646 -7.755 -3.754
H: 0.675 -8.639 -5.639
H: 1.011 -7.272 -7.693
H: 0.001 -5.001 -7.830
H: -1.323 -4.109 -5.947
N: 2.341 3.253 0.548
C: 1.480 2.580 1.361
N: 1.493 2.944 2.692
O: 0.905 1.577 0.832
H: 2.908 4.038 0.899
H: 2.443 2.985 -0.443
H: 0.852 2.637 3.406
H: 2.089 3.730 2.992



Entry from OMol25: C3H7NOS as an isolated structure (ωB97M-V with the def2-TZVPD basis set).

Its spin multiplicity is 1. The LUMO energy is 0.8 eV. The value obtained for the frontier orbital gap is 9.79 eV. The energy above the lowest of the compared OMol25 structures with the same formula, charge and spin comes out at 4.317 eV.

Geometry (Å):
C: -0.554 -1.086 -0.126
C: -0.484 1.106 -0.386
C: 1.538 0.040 0.511
N: 0.130 0.045 0.426
O: -2.639 -0.023 0.818
S: -1.973 -0.068 -0.504
H: 0.174 -1.294 -1.342
H: -0.829 -1.904 0.547
H: -0.806 2.023 0.064
H: -0.202 1.125 -1.434
H: 1.704 -0.908 0.980
H: 2.045 0.068 -0.539
H: 1.895 0.877 0.985



Entry from OMol25: C23H34N4O5S in the gas phase (ωB97M-V with the def2-TZVPD basis set).

Its spin multiplicity is 1. As for the SMILES: CC(C)[C@H](NS(=O)(=O)c1ccc2c(c1)oc(=O)n2C)C(=O)N1CCN(C2CCCCC2)CC1. The LUMO energy is 0.4 eV. The value obtained for the frontier orbital gap is 9.22 eV. The energy above the lowest of the compared OMol25 structures with the same formula, charge and spin comes out at 0.036 eV.

Geometry (Å):
C: -4.585 -2.722 -1.008
C: -3.696 -2.501 0.213
C: -4.530 -2.442 1.489
C: -2.890 -1.187 0.070
N: -3.771 -0.078 -0.215
S: -3.505 1.281 0.685
O: -4.265 2.339 0.097
O: -3.737 0.940 2.058
C: -1.749 1.669 0.537
C: -1.040 1.852 1.712
C: 0.296 2.228 1.696
C: 0.880 2.398 0.454
C: 0.154 2.183 -0.730
C: -1.178 1.832 -0.717
O: 0.977 2.396 -1.797
C: 2.202 2.754 -1.320
O: 3.159 2.999 -1.994
N: 2.146 2.760 0.060
C: 3.240 3.164 0.899
C: -1.875 -1.296 -1.073
O: -2.123 -0.753 -2.140
N: -0.768 -2.032 -0.886
C: -0.248 -2.539 0.361
C: 1.066 -1.817 0.690
N: 2.005 -2.068 -0.381
C: 3.412 -1.812 -0.106
C: 3.968 -2.829 0.894
C: 5.480 -2.664 1.020
C: 5.822 -1.249 1.479
C: 5.250 -0.220 0.509
C: 3.740 -0.389 0.366
C: 1.503 -1.487 -1.609
C: 0.186 -2.173 -1.971
H: -5.077 -3.690 -0.941
H: -5.345 -1.947 -1.056
H: -4.001 -2.692 -1.924
H: -2.981 -3.329 0.282
H: -5.179 -3.312 1.557
H: -3.892 -2.414 2.369
H: -5.139 -1.542 1.486
H: -2.402 -0.956 1.021
H: -3.807 0.111 -1.211
H: -1.566 1.703 2.641
H: 0.848 2.388 2.608
H: -1.740 1.686 -1.624
H: 3.488 2.373 1.607
H: 4.093 3.356 0.250
H: 2.985 4.073 1.446
H: -0.962 -2.408 1.170
H: -0.037 -3.607 0.238
H: 1.462 -2.212 1.625
H: 0.849 -0.740 0.820
H: 3.928 -1.976 -1.060
H: 3.719 -3.835 0.555
H: 3.516 -2.680 1.876
H: 5.872 -3.392 1.733
H: 5.950 -2.855 0.053
H: 6.905 -1.131 1.548
H: 5.404 -1.082 2.475
H: 5.483 0.789 0.856
H: 5.716 -0.347 -0.471
H: 3.359 0.333 -0.359
H: 3.255 -0.206 1.329
H: 2.226 -1.653 -2.409
H: 1.324 -0.402 -1.520
H: -0.250 -1.726 -2.865
H: 0.367 -3.239 -2.137



Entry from OMol25: C31H26Br2N6O4Os as an isolated structure (ωB97M-V with the def2-TZVPD basis set).

Its spin multiplicity is 1. The LUMO energy (alpha / beta) is -8.4 / -8.6 eV. Its total charge is +2. The value obtained for the frontier orbital gap (alpha / beta) is 4.94 / 4.78 eV.

Geometry (Å):
Os: -0.716 -0.352 -1.858
C: -1.891 0.992 -4.520
O: -1.660 1.097 -3.089
C: -2.130 2.217 -2.411
C: -2.809 3.267 -2.981
C: -3.199 4.313 -2.145
Br: -4.134 5.767 -2.870
C: -2.911 4.283 -0.795
C: -2.209 3.215 -0.227
C: -1.798 2.172 -1.060
O: -1.068 1.132 -0.619
C: -1.937 3.171 1.205
N: -1.291 2.197 1.847
C: -1.245 2.475 3.210
C: -0.703 1.778 4.283
C: -0.849 2.363 5.523
C: -1.508 3.593 5.691
C: -2.046 4.283 4.625
C: -1.897 3.691 3.377
N: -2.309 4.085 2.105
H: -2.960 1.060 -4.707
H: -1.520 0.016 -4.811
H: -1.344 1.784 -5.028
H: -3.051 3.295 -4.034
H: -3.246 5.113 -0.187
H: -0.929 1.384 1.367
H: -0.201 0.829 4.156
H: -0.449 1.862 6.394
H: -1.597 4.007 6.685
H: -2.555 5.228 4.757
H: -2.828 4.924 1.899
N: -5.414 -2.805 1.605
C: -4.840 -2.583 0.631
N: -4.227 -2.318 -0.501
C: -3.261 -1.766 -0.957
N: -2.371 -1.209 -1.555
Br: 2.582 4.281 -3.018
C: 2.529 2.422 -2.787
C: 3.670 1.641 -2.902
C: 3.547 0.275 -2.717
C: 2.313 -0.270 -2.424
N: 1.210 0.491 -2.313
C: 1.323 1.818 -2.493
H: 4.625 2.093 -3.130
H: 4.406 -0.376 -2.796
H: 2.189 -1.330 -2.261
H: 0.431 2.420 -2.397
C: 4.792 -5.593 1.306
C: 3.584 -4.765 0.970
C: 3.552 -3.403 1.251
C: 2.433 -2.632 0.971
C: 2.409 -1.156 1.285
C: 1.329 -3.261 0.395
C: 1.320 -4.624 0.101
C: 0.101 -5.284 -0.482
C: 2.464 -5.354 0.392
C: 0.130 -2.436 0.105
O: -0.863 -2.295 0.748
O: 0.283 -1.733 -1.094
H: 5.676 -4.973 1.441
H: 4.997 -6.324 0.525
H: 4.626 -6.145 2.233
H: 4.416 -2.934 1.708
H: 3.303 -0.865 1.833
H: 1.539 -0.903 1.896
H: 2.371 -0.554 0.371
H: -0.311 -4.714 -1.318
H: -0.684 -5.377 0.271
H: 0.334 -6.283 -0.845
H: 2.477 -6.415 0.170



Entry from OMol25: a 2-piece molecular cluster, C2H9N2 overall (ωB97M-V with the def2-TZVPD basis set).

Its spin multiplicity is 1. The LUMO energy is -3.6 eV. Its total charge is +1. The value obtained for the frontier orbital gap is 10.11 eV. The energy above the lowest of the compared OMol25 structures with the same formula, charge and spin comes out at 0.692 eV.

Geometry (Å):
N: 1.449 -1.346 0.214
H: 1.436 -0.698 1.010
H: 2.322 -1.219 -0.285
H: 0.627 -0.992 -0.411
H: 1.464 -2.268 0.650
C: -0.855 1.593 0.719
C: -1.127 0.476 0.086
N: -0.483 0.001 -1.096
H: -0.167 2.363 0.394
H: -1.446 1.903 1.572
H: -1.869 -0.213 0.474
H: -1.203 -0.398 -1.695
H: -0.148 0.800 -1.633



Entry from OMol25: C43H64N3O2RuSe as an isolated structure (ωB97M-V with the def2-TZVPD basis set).

Its expectation value of S² is 8.763. Its spin multiplicity is 6. The LUMO energy (alpha / beta) is 0.5 / -1.1 eV. The value obtained for the frontier orbital gap (alpha / beta) is 7.78 / 6.25 eV. The energy above the lowest of the compared OMol25 structures with the same formula, charge and spin comes out at 0.139 eV.

Geometry (Å):
Ru: 0.216 0.100 0.045
C: -7.534 0.401 -2.406
C: -6.443 -0.616 -2.777
C: -6.387 -0.767 -4.306
C: -6.829 -1.970 -2.178
C: -5.090 -0.136 -2.266
C: -4.310 -0.859 -1.383
C: -3.078 -0.365 -0.987
Se: -1.995 -1.440 0.188
C: -1.364 -2.772 -1.062
C: -2.216 -3.812 -1.384
C: -1.805 -4.791 -2.271
C: -0.495 -4.694 -2.739
C: 0.398 -3.680 -2.424
C: -0.063 -2.611 -1.594
O: 0.637 -1.538 -1.334
C: 1.804 -3.784 -3.042
C: 2.815 -2.736 -2.567
C: 1.678 -3.648 -4.569
C: 2.402 -5.157 -2.697
C: -2.712 -5.923 -2.746
C: -2.898 -5.804 -4.267
C: -2.076 -7.281 -2.414
C: -4.091 -5.863 -2.088
C: -2.549 0.874 -1.393
O: -1.388 1.300 -0.959
C: -3.361 1.623 -2.303
C: -4.574 1.091 -2.700
C: -2.875 2.967 -2.853
C: -3.887 3.608 -3.806
C: -2.653 3.965 -1.702
C: -1.572 2.747 -3.640
H: -8.508 0.047 -2.753
H: -7.347 1.374 -2.861
H: -7.578 0.534 -1.324
H: -7.340 -1.146 -4.685
H: -5.599 -1.468 -4.589
H: -6.185 0.187 -4.794
H: -7.801 -2.279 -2.567
H: -6.903 -1.914 -1.090
H: -6.101 -2.740 -2.443
H: -4.634 -1.815 -0.993
H: -3.200 -3.832 -0.935
H: -0.143 -5.472 -3.405
H: 2.510 -1.733 -2.850
H: 3.783 -2.947 -3.029
H: 2.940 -2.760 -1.485
H: 1.225 -2.687 -4.822
H: 1.059 -4.439 -4.996
H: 2.666 -3.697 -5.035
H: 2.494 -5.268 -1.615
H: 3.398 -5.246 -3.137
H: 1.798 -5.984 -3.071
H: -1.944 -5.896 -4.788
H: -3.328 -4.833 -4.522
H: -3.565 -6.587 -4.637
H: -1.119 -7.407 -2.922
H: -2.733 -8.096 -2.726
H: -1.903 -7.367 -1.339
H: -4.605 -4.932 -2.335
H: -4.015 -5.946 -1.002
H: -4.706 -6.690 -2.446
H: -5.179 1.659 -3.394
H: -4.834 3.817 -3.304
H: -4.079 2.975 -4.675
H: -3.485 4.556 -4.169
H: -3.599 4.176 -1.199
H: -2.254 4.907 -2.090
H: -1.959 3.561 -0.971
H: -1.782 2.217 -4.571
H: -0.861 2.153 -3.069
H: -1.108 3.706 -3.889
C: 0.229 -1.865 2.737
N: 0.294 -0.407 2.607
C: -0.797 0.225 3.343
C: 1.605 0.060 3.076
C: 2.659 -0.195 2.033
C: 3.954 -0.573 2.367
C: 4.911 -0.730 1.374
C: 4.575 -0.508 0.047
C: 3.276 -0.141 -0.284
C: 2.308 0.016 0.703
H: 0.396 -2.171 3.778
H: 0.995 -2.321 2.109
H: -0.746 -2.232 2.424
H: -0.755 -0.011 4.415
H: -1.752 -0.124 2.949
H: -0.750 1.307 3.217
H: 1.867 -0.416 4.031
H: 1.530 1.136 3.257
H: 4.220 -0.745 3.405
H: 5.918 -1.028 1.638
H: 5.319 -0.630 -0.732
H: 3.023 0.023 -1.327
C: 2.549 3.114 0.590
C: 2.627 4.665 0.536
N: 1.434 5.210 -0.108
C: 0.259 4.890 0.698
C: 0.202 3.360 0.956
N: 1.220 2.684 0.136
C: 1.060 3.071 -1.277
C: 1.285 4.600 -1.429
H: 2.713 2.743 1.604
H: 3.296 2.647 -0.050
H: 3.502 4.996 -0.027
H: 2.696 5.094 1.538
H: -0.625 5.229 0.156
H: 0.313 5.447 1.636
H: -0.779 2.942 0.719
H: 0.421 3.133 2.004
H: 0.059 2.786 -1.589
H: 1.783 2.500 -1.866
H: 0.438 5.070 -1.932
H: 2.185 4.818 -2.007



Entry from OMol25: C4H4CrLiO3 as an isolated structure (ωB97M-V with the def2-TZVPD basis set).

Its expectation value of S² is 6.017. Its spin multiplicity is 5. The LUMO energy (alpha / beta) is -16.3 / -16.3 eV. Its total charge is +3. The value obtained for the frontier orbital gap (alpha / beta) is 5.81 / 7.21 eV.

Geometry (Å):
O: 2.062 -0.872 -0.566
C: 1.048 -0.330 -0.042
O: 1.098 0.879 0.328
O: -0.025 -1.075 0.135
C: -1.184 -0.496 0.727
Cr: 2.899 0.878 -0.355
H: -0.902 0.247 1.483
H: -1.725 -1.309 1.221
C: -2.052 0.202 -0.303
C: -3.409 0.121 -0.237
H: -2.734 -0.448 -1.226
H: -1.534 0.928 -0.953
Li: -5.355 0.864 -0.364



Entry from OMol25: C4H10N2O in the gas phase (ωB97M-V with the def2-TZVPD basis set).

Its spin multiplicity is 1. As for the SMILES: CN(C)C(=O)CN. The LUMO energy is 0.8 eV. The value obtained for the frontier orbital gap is 10.07 eV. The energy above the lowest of the compared OMol25 structures with the same formula, charge and spin comes out at 2.016 eV.

Geometry (Å):
C: 0.478 -2.230 0.477
N: 0.634 -0.856 0.080
C: 1.787 -0.725 -0.836
C: -0.270 0.142 0.219
O: -0.954 0.127 1.243
C: -0.554 1.237 -0.809
N: -1.218 2.383 -0.067
H: 0.389 -3.043 -0.303
H: -0.393 -2.578 1.062
H: 1.327 -2.471 1.123
H: 2.354 0.186 -0.685
H: 2.538 -1.456 -0.529
H: 1.620 -0.879 -1.900
H: -1.200 0.846 -1.604
H: 0.356 1.697 -1.205
H: -1.604 1.915 0.754
H: -2.018 2.600 -0.654



Entry from OMol25: a 2-piece molecular cluster, H4OS2 overall (ωB97M-V with the def2-TZVPD basis set).

Its spin multiplicity is 1. As for the SMILES: SS.O. The LUMO energy is 0.5 eV. The value obtained for the frontier orbital gap is 8.95 eV. The energy above the lowest of the compared OMol25 structures with the same formula, charge and spin comes out at 0.556 eV.

Geometry (Å):
S: -0.880 0.866 -1.471
S: 0.594 1.733 -0.342
H: -0.160 0.231 -2.414
H: -0.087 1.649 0.806
O: -0.126 -1.136 1.216
H: -0.134 -2.093 1.398
H: 0.793 -1.249 0.807



Entry from OMol25: C3H11NO4 as an isolated structure (ωB97M-V with the def2-TZVPD basis set).

Its expectation value of S² is 0.755. Its spin multiplicity is 2. The LUMO energy (alpha / beta) is -3.6 / -7.9 eV. Its total charge is +1. The value obtained for the frontier orbital gap (alpha / beta) is 12.21 / 7.59 eV. The energy above the lowest of the compared OMol25 structures with the same formula, charge and spin comes out at 1.255 eV.

Geometry (Å):
H: 1.562 -0.444 -0.556
O: 2.414 0.459 -0.934
N: 0.734 -1.153 0.154
H: 2.876 0.814 -0.156
H: 1.175 -1.945 0.607
H: -0.035 -1.382 -0.494
C: 0.048 -0.246 1.218
H: 0.695 0.231 1.966
C: -0.686 0.966 0.453
O: -1.463 1.631 1.166
O: -0.306 1.439 -0.633
H: 1.553 1.044 -1.012
C: -1.026 -1.160 1.830
H: -0.663 -1.506 2.779
H: -2.010 -0.654 1.858
H: -1.225 -2.057 1.233
O: -0.602 -1.220 -2.283
H: -0.663 -0.283 -2.518
H: -1.523 -1.511 -2.314



Entry from OMol25: an isolated ion of composition C4H10NO and charge +1 (ωB97M-V with the def2-TZVPD basis set).

Its spin multiplicity is 1. As for the SMILES: CC(=[NH2+])CCO. The LUMO energy is -4.8 eV. Its total charge is +1. The value obtained for the frontier orbital gap is 9.95 eV. The energy above the lowest of the compared OMol25 structures with the same formula, charge and spin comes out at 2.288 eV.

Geometry (Å):
C: -1.614 0.768 0.972
C: -0.901 -0.247 0.133
N: -1.178 -1.511 -0.059
C: 0.379 0.140 -0.651
C: 1.998 0.283 -0.336
O: 2.523 -0.905 0.227
H: -1.761 1.581 0.408
H: -1.014 1.230 1.703
H: -2.485 0.315 1.293
H: -0.662 -2.135 -0.643
H: -1.819 -2.021 0.543
H: 0.034 1.142 -1.161
H: 0.322 -0.542 -1.388
H: 2.345 0.940 0.420
H: 2.311 0.633 -1.256
H: 2.421 -1.509 -0.482